No. 1
Below is an isolated molecule of C6H10O, with properties calculated with ωB97M-V/def2-TZVPD.

- E_HOMO: -8.18 eV
- SMILES string: CC/C=C/C=C/O
- Orbital gap: 9.068 eV

The geometry in XYZ format:
```
17
Properties=species:S:1:pos:R:3:forces:R:3
C 0.081 2.780 -1.609 -0.287 -0.347 0.665
C -1.123 1.931 -1.216 -1.236 -0.764 0.049
C -0.796 1.152 0.033 0.734 0.328 0.239
C -0.627 -0.171 0.073 0.521 0.431 -1.062
C 0.332 -0.890 0.909 -1.440 0.412 0.737
C 0.433 -2.210 0.828 0.446 0.747 -0.271
O 1.510 -2.868 1.365 -0.608 -0.513 0.504
H 0.305 3.426 -0.763 0.131 0.293 -0.049
H 0.915 2.091 -1.696 0.294 0.176 -0.390
H -0.069 3.389 -2.497 0.030 -0.125 -0.100
H -2.050 2.503 -1.111 0.215 0.349 0.151
H -1.380 1.180 -1.969 0.220 0.147 -0.266
H -0.396 1.759 0.845 -0.018 -0.060 0.104
H -0.955 -0.678 -0.832 -0.129 -0.340 0.130
H 0.840 -0.285 1.652 0.538 -0.247 -0.179
H -0.287 -2.728 0.202 0.308 -0.505 -0.038
H 1.174 -3.596 1.910 0.280 0.017 -0.222
```
Positions in Å, forces in eV/Å.

No. 2
Below is an isolated molecule of C6H10O, with properties calculated with ωB97M-V/def2-TZVPD.

- E_HOMO: -9.15 eV
- SMILES string: C=C[C@]1(O)C[C@H]1C
- Orbital gap: 10.080 eV

The geometry in XYZ format:
```
17
Properties=species:S:1:pos:R:3:forces:R:3
C -2.235 0.833 -0.564 3.688 2.387 -1.009
C -1.639 -0.244 -0.107 -2.455 0.715 -0.306
C -0.311 -0.439 0.311 1.811 -0.976 1.174
O 0.011 -1.861 0.298 -0.208 1.012 -0.335
C 0.336 0.230 1.473 -0.810 3.052 -0.417
C 0.846 0.512 0.065 -1.208 1.639 -0.084
C 2.048 -0.103 -0.598 -0.015 2.006 -0.816
H -3.122 0.832 -1.071 -2.563 -0.184 -0.477
H -1.603 1.747 -0.835 -0.890 -1.129 0.773
H -2.284 -1.078 -0.012 -0.425 -1.109 0.185
H -0.449 -2.236 -0.469 0.261 0.080 0.213
H 1.025 -0.309 1.976 1.712 -2.218 1.959
H -0.062 1.114 2.103 0.208 -1.668 -1.479
H 0.612 1.592 -0.180 0.020 -1.532 -0.322
H 1.791 -1.147 -0.654 1.051 -0.512 0.104
H 2.972 0.236 -0.075 -0.386 -0.895 -0.494
H 2.064 0.321 -1.660 0.211 -0.668 1.329
```
Positions in Å, forces in eV/Å.

Which energy belongs to each record? In order, -309.7945; -309.7528 Ha.
Which F_max belongs to each record? In order, 1.7; 4.5 eV/Å.
Which E_LUMO belongs to each record? In order, 0.8895; 0.9276 eV.